1.
ORCA calculation (ωB97M-V/def2-TZVPD) on 8 unconnected molecules or ions with the total composition C60H134F6N7P.

Atoms and positions in Å:
P -0.44 0.62 -0.30
F 0.51 1.78 0.31
F 0.73 -0.51 0.09
F -1.11 0.27 1.12
F -1.42 -0.48 -1.10
F -1.59 1.78 -0.44
F 0.31 0.92 -1.73
C 1.31 -7.66 5.25
C 1.79 -7.24 3.85
C 2.31 -5.80 3.77
N 2.07 -5.19 2.29
C 2.68 -6.10 1.23
C 2.70 -3.77 2.15
C 2.03 -3.20 0.97
C 0.64 -3.76 0.92
C 0.60 -4.84 1.98
H 1.99 -7.47 6.07
H 1.12 -8.73 5.35
H 0.39 -7.14 5.53
H 1.02 -7.34 3.09
H 2.72 -7.76 3.61
H 3.33 -5.74 4.14
H 1.61 -5.26 4.41
H 3.73 -6.27 1.46
H 2.63 -5.69 0.22
H 2.16 -7.06 1.25
H 3.76 -3.99 2.08
H 2.49 -3.21 3.07
H 2.63 -3.37 0.08
H 2.03 -2.11 1.07
H 0.63 -4.16 -0.09
H -0.11 -2.99 1.13
H -0.04 -5.68 1.72
H 0.08 -4.38 2.82
C -1.87 -2.21 3.84
C -3.28 -1.92 3.23
C -3.26 -2.31 1.76
N -4.37 -1.92 0.81
C -4.47 -0.35 0.67
C -5.75 -2.40 1.38
C -6.42 -3.17 0.21
C -5.55 -2.88 -1.02
C -4.19 -2.65 -0.42
H -1.69 -3.28 3.89
H -1.84 -2.06 4.92
H -0.98 -1.81 3.36
H -3.44 -0.84 3.28
H -3.92 -2.56 3.83
H -3.25 -3.40 1.74
H -2.43 -1.90 1.18
H -4.92 0.18 1.52
H -5.10 -0.05 -0.16
H -3.49 0.08 0.47
H -6.34 -1.56 1.72
H -5.60 -3.10 2.20
H -7.47 -2.92 0.05
H -6.43 -4.20 0.57
H -5.99 -2.01 -1.52
H -5.48 -3.79 -1.60
H -3.44 -2.41 -1.18
H -3.92 -3.65 -0.08
C -9.56 4.61 0.61
C -8.25 5.16 -0.16
C -7.06 4.69 0.75
N -5.74 4.83 -0.01
C -5.28 6.22 -0.25
C -5.67 3.92 -1.32
C -4.26 3.56 -1.46
C -3.69 3.55 0.03
C -4.62 4.29 0.97
H -9.83 5.19 1.50
H -9.48 3.52 0.65
H -10.45 4.66 -0.02
H -8.20 6.25 -0.15
H -8.16 4.84 -1.19
H -7.08 3.68 1.16
H -6.96 5.30 1.65
H -6.01 6.62 -0.96
H -4.30 6.33 -0.73
H -5.37 6.70 0.72
H -6.01 4.49 -2.18
H -6.29 3.03 -1.19
H -3.81 4.36 -2.03
H -3.99 2.64 -1.97
H -2.71 4.00 -0.08
H -3.70 2.51 0.37
H -4.18 5.07 1.59
H -5.07 3.51 1.59
C -0.60 2.87 -4.87
C -0.57 1.41 -5.20
C -1.71 0.55 -4.48
N -1.56 -1.02 -4.60
C -0.26 -1.40 -3.92
C -0.08 -2.83 -3.53
C -1.35 -3.51 -3.06
C -2.59 -3.28 -3.92
C -2.86 -1.76 -4.06
C -1.33 -1.47 -6.09
H 0.06 3.39 -5.56
H -0.44 3.14 -3.83
H -1.60 3.27 -5.08
H 0.40 1.05 -4.85
H -0.51 1.35 -6.29
H -2.62 0.72 -5.05
H -1.90 0.88 -3.46
H -0.20 -0.86 -2.98
H 0.60 -1.10 -4.53
H 0.66 -2.79 -2.72
H 0.36 -3.51 -4.26
H -1.69 -3.10 -2.11
H -1.11 -4.56 -2.86
H -3.45 -3.68 -3.38
H -2.64 -3.73 -4.91
H -3.02 -1.22 -3.13
H -3.60 -1.45 -4.79
H -2.30 -1.21 -6.52
H -1.12 -2.54 -6.06
H -0.50 -0.87 -6.47
C 3.07 8.55 -1.59
C 3.72 7.18 -1.49
C 2.88 6.02 -2.24
N 3.28 4.53 -2.25
C 2.33 3.84 -3.26
C 2.77 2.43 -3.82
C 4.24 2.43 -4.28
C 5.18 3.00 -3.23
C 4.77 4.41 -2.75
C 2.90 3.86 -0.85
H 2.16 8.67 -1.00
H 2.74 8.63 -2.62
H 3.64 9.44 -1.33
H 3.77 6.91 -0.44
H 4.73 7.26 -1.88
H 2.77 6.40 -3.25
H 1.93 6.05 -1.70
H 2.17 4.46 -4.14
H 1.36 3.86 -2.76
H 2.24 2.35 -4.77
H 2.53 1.74 -3.02
H 4.28 2.81 -5.30
H 4.49 1.37 -4.35
H 6.17 3.07 -3.69
H 5.37 2.35 -2.37
H 4.76 5.16 -3.54
H 5.37 4.66 -1.88
H 1.85 3.93 -0.55
H 3.28 4.34 0.06
H 3.16 2.80 -0.86
C -0.35 1.31 4.20
C -0.15 1.90 5.66
C -0.79 0.90 6.72
N -0.67 1.47 8.19
C -1.37 0.35 9.05
C -0.94 0.18 10.54
C 0.56 0.06 10.57
C 1.19 1.23 10.01
C 0.87 1.50 8.53
C -1.29 2.78 8.61
H -1.38 1.28 3.86
H -0.07 0.26 4.14
H 0.12 1.88 3.39
H -0.55 2.91 5.74
H 0.87 2.19 5.94
H -0.35 -0.09 6.61
H -1.85 0.68 6.59
H -1.14 -0.64 8.66
H -2.46 0.24 8.98
H -1.28 -0.75 11.00
H -1.33 1.08 11.00
H 0.86 -0.84 10.03
H 1.05 -0.02 11.54
H 2.25 1.10 10.20
H 1.03 2.12 10.62
H 1.37 0.74 7.95
H 1.28 2.49 8.33
H -2.33 2.88 8.28
H -0.86 3.62 8.06
H -1.17 2.94 9.68
C 2.97 -0.90 -2.45
C 4.18 -1.79 -2.77
C 5.15 -1.27 -3.94
N 6.27 -2.28 -4.39
C 5.46 -3.41 -5.19
C 6.37 -4.51 -5.76
C 7.36 -3.84 -6.76
C 8.24 -2.61 -6.18
C 7.29 -1.58 -5.39
C 6.93 -2.89 -3.15
H 3.19 0.04 -1.94
H 2.24 -1.50 -1.91
H 2.35 -0.55 -3.27
H 3.79 -2.78 -3.01
H 4.92 -1.86 -1.97
H 5.74 -0.42 -3.62
H 4.59 -0.98 -4.83
H 5.03 -2.89 -6.05
H 4.66 -3.87 -4.61
H 5.72 -5.19 -6.30
H 7.03 -5.00 -5.05
H 6.78 -3.52 -7.63
H 8.05 -4.62 -7.06
H 8.82 -2.03 -6.90
H 8.96 -2.84 -5.39
H 6.67 -1.04 -6.11
H 7.76 -0.81 -4.78
H 7.88 -3.41 -3.31
H 6.28 -3.59 -2.64
H 7.17 -2.09 -2.45

- calculated total energy (a.u.) = -3688.206221
- total charge = +6
- energy relative to the best compared isomer or geometry (same formula, charge and spin) (kJ/mol) = 227.1
- E_HOMO (Eh) = -0.75864



2.
ORCA calculation (ωB97M-V/def2-TZVPD) on a molecular structure, C37H64BBr24ClNO4.

Atoms and positions in Å:
C -0.03 -1.42 -0.89
O -0.04 -1.36 -2.32
B -0.81 -0.33 -2.84
O -1.39 -0.56 -4.07
C -0.97 1.08 -2.10
C 0.41 1.74 -1.87
N 0.04 3.10 -1.43
C 0.92 3.84 -0.50
C 0.05 4.43 0.64
O -0.35 5.56 0.63
Cl -0.42 3.38 2.00
C -1.08 3.44 -1.98
O -1.66 4.61 -1.84
C -1.67 2.28 -2.85
C -3.15 2.14 -2.38
C -4.10 1.72 -3.28
C -5.42 1.55 -2.86
C -5.87 1.81 -1.58
C -4.85 2.26 -0.61
C -3.55 2.39 -1.06
H 0.40 -2.36 -0.53
H -1.03 -1.32 -0.45
H 0.57 -0.61 -0.43
H -2.35 -0.53 -3.96
H -1.35 0.96 -1.07
H 1.22 1.21 -1.37
H 0.76 1.91 -2.91
H 1.52 4.62 -0.99
H 1.54 3.07 -0.03
H -1.27 5.28 -2.44
H -1.52 2.35 -3.94
H -3.77 1.53 -4.30
H -6.15 1.18 -3.56
H -6.89 1.66 -1.26
H -5.05 2.48 0.42
H -2.83 2.69 -0.29
Br -0.74 2.63 -6.96
C -1.17 0.88 -7.71
C -2.65 0.74 -7.96
Br -3.60 0.42 -6.30
H -0.79 0.13 -7.02
H -0.62 0.82 -8.65
H -2.86 -0.13 -8.58
H -3.10 1.62 -8.42
Br 3.67 4.64 4.34
C 2.08 3.77 5.05
C 2.40 2.41 5.61
Br 2.63 1.09 4.20
H 1.35 3.74 4.25
H 1.73 4.44 5.84
H 1.56 2.04 6.21
H 3.30 2.39 6.22
Br -3.92 -1.15 -11.28
C -3.68 -3.05 -10.95
C -4.66 -3.56 -9.92
Br -4.13 -3.04 -8.12
H -2.64 -3.20 -10.65
H -3.85 -3.53 -11.91
H -4.68 -4.65 -9.91
H -5.67 -3.18 -10.07
Br -4.22 3.41 3.68
C -4.07 5.02 4.77
C -2.77 5.05 5.53
Br -2.80 3.85 7.06
H -4.94 5.04 5.42
H -4.12 5.85 4.07
H -2.59 6.04 5.94
H -1.92 4.75 4.92
Br 2.74 -1.91 1.86
C 2.45 -3.01 3.44
C 3.75 -3.48 4.03
Br 4.50 -4.94 2.98
H 1.79 -3.82 3.14
H 1.92 -2.36 4.14
H 3.59 -3.89 5.02
H 4.51 -2.70 4.07
Br 6.18 -7.52 0.69
C 7.22 -7.30 2.32
C 7.61 -8.63 2.92
Br 6.10 -9.45 3.84
H 6.64 -6.69 3.00
H 8.11 -6.75 2.02
H 8.37 -8.50 3.68
H 7.95 -9.34 2.18
Br -6.09 3.01 -5.16
C -7.66 3.27 -6.29
C -8.88 3.55 -5.45
Br -9.56 1.93 -4.61
H -7.76 2.37 -6.90
H -7.43 4.11 -6.93
H -9.69 3.91 -6.08
H -8.69 4.27 -4.66
Br 9.59 -6.02 5.26
C 11.43 -6.67 5.32
C 11.66 -7.76 4.30
Br 10.90 -9.45 4.88
H 11.62 -7.00 6.34
H 12.04 -5.80 5.10
H 12.72 -7.95 4.18
H 11.22 -7.53 3.33
Br -1.35 -4.19 1.94
C -0.05 -5.22 0.92
C -0.48 -5.38 -0.52
Br -1.88 -6.72 -0.70
H 0.08 -6.17 1.43
H 0.88 -4.65 0.98
H 0.35 -5.74 -1.13
H -0.87 -4.46 -0.95
Br -5.88 7.08 0.24
C -7.55 6.28 0.84
C -7.32 4.92 1.45
Br -7.01 3.57 0.07
H -8.22 6.25 -0.01
H -7.95 6.97 1.59
H -8.20 4.58 1.99
H -6.46 4.89 2.11
Br 12.95 -5.72 9.29
C 11.34 -6.55 10.00
C 11.61 -7.93 10.53
Br 11.80 -9.22 9.09
H 10.60 -6.54 9.20
H 11.00 -5.89 10.80
H 10.77 -8.28 11.13
H 12.52 -7.98 11.13
Br -2.22 10.27 -0.65
C -3.24 8.97 -1.67
C -2.52 7.65 -1.74
Br -1.05 7.71 -3.03
H -3.43 9.40 -2.65
H -4.18 8.86 -1.14
H -3.19 6.87 -2.11
H -2.10 7.34 -0.79

- calculated total energy (a.u.) = -64065.150149
- total charge = +1
- E_HOMO (Eh) = -0.39954



3.
ORCA calculation (ωB97M-V/def2-TZVPD) on a molecular structure, C2H3N5O.

Atoms and positions in Å:
C -1.07 -0.22 0.29
C 0.96 -0.01 -0.64
H -3.03 0.79 0.83
H -1.47 -0.52 -0.60
H -0.23 -0.64 -2.12
N -1.91 0.25 1.30
N 0.29 -0.44 0.58
N 2.41 0.51 0.93
N 2.33 0.32 -0.21
N 0.76 -0.27 -1.85
O 0.96 0.23 1.49

- calculated total energy (a.u.) = -426.774618
- total charge = 0
- energy relative to the best compared isomer or geometry (same formula, charge and spin) (kJ/mol) = 743.0
- E_HOMO (Eh) = -0.34906



Number 1: gap between HOMO and LUMO 0.384 hartree. Number 2: gap between HOMO and LUMO 0.283 hartree. Number 3: gap between HOMO and LUMO 0.328 hartree.